Formula: C15H33N4O7S3
Source: the Open Molecules 2025 dataset
Level of theory: ωB97M-V with the def2-TZVPD basis set

Values from the calculation:
net charge	-1
Kohn-Sham gap	6.48	eV
LUMO level	0.0682	hartree

```
62
Properties=species:S:1:pos:R:3:forces:R:3
N -0.513 0.645 1.094 0.56 -0.66 -1.48
O 0.117 -0.285 0.583 1.29 -1.30 -0.67
O -1.334 0.430 1.929 -2.90 -1.30 3.53
O -0.367 1.780 0.708 1.13 3.24 -1.37
C 4.807 -2.112 -3.488 0.22 -1.47 1.06
C 5.837 -2.733 -2.593 0.86 0.68 -0.16
N 6.622 -3.224 -1.898 -0.89 0.44 -0.72
H 3.926 -2.317 -2.880 -0.54 0.38 -0.48
H 4.770 -2.733 -4.383 -0.13 0.19 -0.05
H 4.868 -1.055 -3.746 0.46 -0.20 0.38
C 5.356 3.344 0.230 -0.88 0.39 -0.08
C 5.606 4.712 0.670 0.69 -0.27 0.05
N 5.864 5.759 1.056 -0.09 0.27 0.01
H 6.248 2.720 0.175 -0.09 0.22 0.13
H 4.859 3.402 -0.738 0.16 -0.19 -0.10
H 4.607 2.953 0.919 0.18 -0.41 0.00
C -2.472 -4.724 3.945 -0.06 -0.62 0.06
C -2.413 -6.132 3.481 -0.23 -0.81 -0.33
N -2.395 -7.223 3.084 0.03 1.54 0.62
H -3.460 -4.299 3.764 0.13 -0.04 -0.41
H -1.687 -4.159 3.443 -0.18 0.13 0.09
H -2.355 -4.670 5.028 0.34 -0.16 -0.06
C 2.523 -0.788 5.864 0.01 0.31 -1.32
S 4.137 -1.651 6.092 -0.77 -2.58 -0.01
O 3.794 -3.148 6.320 0.47 2.49 -0.13
C 4.795 -1.659 4.370 -0.99 0.88 0.05
H 1.921 -1.263 5.089 0.07 -0.70 0.22
H 2.637 0.196 5.408 0.61 0.28 0.31
H 1.918 -0.658 6.761 0.54 -0.41 0.22
H 5.669 -2.303 4.266 -0.24 -0.04 0.44
H 5.044 -0.641 4.070 0.17 0.09 0.14
H 3.978 -1.970 3.720 0.10 -0.32 0.03
C -7.081 7.788 2.844 0.15 -0.97 0.48
S -7.214 6.029 2.197 0.28 1.30 -1.39
O -7.640 6.198 0.731 1.03 -0.39 2.14
C -5.358 5.690 2.334 -0.48 1.38 -0.60
H -8.070 8.244 2.874 0.09 -0.07 -0.55
H -6.317 8.334 2.292 -0.40 -0.01 -0.33
H -6.756 7.769 3.884 0.14 -0.32 0.12
H -5.029 5.014 1.545 -0.31 -0.46 0.48
H -5.057 5.481 3.360 -0.36 -0.68 -0.13
H -4.847 6.628 2.117 -0.13 0.19 -0.23
C -1.661 -5.683 -3.308 0.16 -0.16 0.18
S -2.707 -7.178 -3.637 -0.60 1.16 -1.95
O -3.741 -6.773 -4.714 1.84 -0.75 1.78
C -1.405 -8.148 -4.492 0.47 -0.46 -0.31
H -2.090 -5.058 -2.525 -0.35 -0.27 -0.05
H -1.507 -5.048 -4.180 -0.31 -0.38 -0.29
H -0.679 -5.992 -2.949 -0.04 -0.26 0.03
H -1.774 -9.112 -4.843 -0.70 0.24 -0.03
H -0.563 -8.465 -3.877 -0.12 0.51 0.65
H -0.966 -7.642 -5.352 -0.36 0.37 0.01
C -0.465 4.805 -4.190 -0.51 -0.67 -0.27
C 0.305 3.706 -4.940 0.41 0.31 -0.19
O 1.325 3.973 -5.558 -0.98 -0.39 0.63
C -0.278 2.278 -4.938 0.27 0.47 -0.85
H -0.003 5.212 -3.290 0.43 -0.22 -0.20
H -1.429 4.399 -3.881 -0.05 0.10 0.04
H -0.649 5.619 -4.891 0.12 0.06 0.02
H -1.354 2.214 -5.101 -0.15 0.46 0.62
H 0.011 1.761 -4.023 -0.11 -0.03 0.00
H 0.094 1.766 -5.826 0.58 -0.11 0.26
```
Positions in Å, forces in eV/Å.

=====

Formula: C15H34BrIN3O7P
Source: the Open Molecules 2025 dataset
Level of theory: ωB97M-V with the def2-TZVPD basis set

Values from the calculation:
net charge	0
Kohn-Sham gap	9.72	eV
LUMO level	0.0190	hartree
structure (SMILES)	C[C@@H](I)CO[P@](=O)(O)OCCCBr.CNC(C)=O.CNC(C)=O.CNC(C)=O

```
62
Properties=species:S:1:pos:R:3:forces:R:3
C -5.155 -0.893 0.492 0.01 -0.01 0.04
C -4.182 -0.845 -0.679 -0.07 -0.17 0.00
I -3.361 1.121 -0.859 0.05 0.06 -0.05
C -3.111 -1.948 -0.584 -0.03 -0.09 -0.04
O -1.804 -1.420 -0.393 -0.06 0.03 0.16
P -0.595 -2.396 -0.045 0.12 0.15 0.12
O -0.511 -3.564 -0.919 -0.04 -0.04 -0.05
O -0.738 -2.738 1.512 -0.20 0.05 -0.09
O 0.609 -1.403 -0.063 0.04 -0.20 -0.15
C 1.130 -0.673 1.073 0.11 0.11 -0.07
C 0.226 0.481 1.465 0.05 0.07 -0.02
C 0.498 1.043 2.852 -0.03 0.34 -0.22
Br 0.628 -0.278 4.272 -0.07 -0.09 0.09
H -5.791 -1.779 0.407 0.06 -0.02 0.03
H -4.614 -0.948 1.439 -0.01 0.08 -0.02
H -5.800 -0.016 0.516 -0.01 -0.03 -0.03
H -4.726 -0.989 -1.610 0.00 0.12 0.02
H -3.366 -2.593 0.266 -0.01 0.00 -0.05
H -3.115 -2.564 -1.486 0.03 0.04 0.01
H -1.271 -3.526 1.670 0.14 -0.07 0.01
H 1.302 -1.359 1.899 -0.09 -0.05 -0.03
H 2.092 -0.307 0.727 0.06 0.00 0.11
H 0.409 1.309 0.774 -0.18 -0.01 -0.03
H -0.826 0.218 1.351 0.04 -0.15 0.14
H 1.427 1.609 2.866 0.07 -0.17 0.12
H -0.314 1.706 3.133 0.06 -0.02 -0.01
C -1.453 -3.396 -5.411 0.01 0.01 0.00
N -0.860 -2.141 -5.820 -0.01 0.00 -0.02
C -0.273 -1.194 -5.032 -0.02 -0.05 0.02
C -0.242 -1.469 -3.549 0.04 0.06 0.00
O 0.198 -0.183 -5.523 0.01 0.01 0.00
H -0.947 -4.243 -5.878 0.01 0.00 0.00
H -2.511 -3.440 -5.677 -0.01 0.01 0.01
H -1.369 -3.512 -4.334 -0.01 -0.02 0.00
H -0.860 -1.908 -6.800 0.01 0.00 0.01
H 0.246 -0.638 -3.049 0.00 0.02 -0.04
H -1.252 -1.574 -3.150 0.00 -0.01 0.01
H 0.297 -2.390 -3.326 -0.03 -0.01 0.04
C 6.136 -1.301 -1.177 0.00 0.00 -0.01
N 5.683 -0.724 0.070 0.00 0.04 0.01
C 4.750 -1.211 0.932 0.04 -0.07 0.01
C 4.089 -2.524 0.571 0.01 0.04 0.03
O 4.470 -0.606 1.955 -0.04 -0.01 -0.09
H 7.206 -1.516 -1.147 0.00 -0.01 0.01
H 5.943 -0.630 -2.016 -0.02 0.00 0.00
H 5.612 -2.232 -1.366 0.01 0.00 -0.02
H 6.090 0.149 0.368 -0.01 0.00 0.00
H 3.390 -2.773 1.362 -0.02 0.00 0.02
H 3.550 -2.455 -0.376 -0.01 0.01 0.01
H 4.826 -3.323 0.483 0.01 0.01 0.00
C -0.158 6.369 4.257 -0.01 -0.01 0.00
N -0.520 5.038 3.822 0.02 -0.02 0.02
C -1.293 4.682 2.763 -0.01 0.04 -0.01
C -1.868 5.789 1.910 0.00 -0.02 -0.01
O -1.512 3.506 2.515 -0.03 0.02 -0.01
H 0.924 6.507 4.243 0.00 0.00 -0.01
H -0.517 6.564 5.269 -0.01 0.00 0.00
H -0.600 7.108 3.596 0.01 0.01 0.01
H -0.174 4.255 4.355 -0.01 0.00 -0.01
H -2.453 5.327 1.120 0.00 0.00 0.00
H -2.512 6.445 2.497 0.01 0.01 0.00
H -1.079 6.396 1.465 0.00 0.00 0.00
```
Positions in Å, forces in eV/Å.

=====

Formula: C15H34NO5S
Source: the Open Molecules 2025 dataset
Level of theory: ωB97M-V with the def2-TZVPD basis set

Values from the calculation:
net charge	+1
energy relative to the best compared isomer or geometry (same formula, charge and spin)	8.9	kcal per mole
Kohn-Sham gap	7.04	eV
LUMO level	-0.1313	hartree

```
56
Properties=species:S:1:pos:R:3:forces:R:3
N 3.451 -0.066 1.650 -0.04 0.16 0.15
C 2.967 1.273 1.906 0.03 -0.24 -0.38
C 1.434 1.530 1.777 -0.15 0.09 0.54
O 0.833 1.785 3.052 0.31 0.14 -0.41
C 0.675 0.337 1.200 0.23 0.50 0.26
S -1.100 0.390 1.627 -0.41 -0.75 -1.02
H 3.421 -0.683 2.444 -0.10 -0.11 -0.03
H 3.100 -0.491 0.805 0.24 -0.14 -0.08
H 3.489 1.962 1.241 -0.08 0.03 -0.06
H 3.246 1.552 2.921 0.01 0.04 0.03
H 1.280 2.401 1.132 -0.08 -0.03 -0.04
H 1.284 2.571 3.388 -0.09 0.12 0.54
H 0.738 0.308 0.114 -0.18 -0.14 -0.04
H 1.036 -0.606 1.609 -0.11 -0.05 0.03
H -1.385 1.673 1.948 0.43 -0.26 0.51
H -1.157 -0.270 2.809 0.19 0.75 0.08
C -3.193 -0.916 -1.063 0.21 -0.09 -0.04
C -4.109 -1.264 -2.216 -0.09 -0.06 -0.15
O -3.701 -1.897 -3.159 0.05 0.03 0.02
C -5.536 -0.789 -2.131 0.02 -0.08 -0.14
H -2.203 -1.322 -1.263 -0.02 -0.01 -0.02
H -3.123 0.169 -0.959 -0.12 0.01 0.08
H -3.578 -1.346 -0.137 -0.07 0.12 0.03
H -5.566 0.300 -2.065 -0.03 0.00 0.12
H -6.020 -1.211 -1.248 0.00 0.11 0.06
H -6.078 -1.106 -3.018 0.01 0.00 0.00
C -2.783 -0.951 -7.220 -0.02 0.12 -0.16
C -3.994 -1.808 -7.500 -0.08 -0.02 -0.09
O -4.694 -1.614 -8.465 0.01 0.02 0.02
C -4.287 -2.911 -6.515 -0.20 -0.03 -0.12
H -2.685 -0.196 -7.997 -0.01 -0.01 0.00
H -2.891 -0.459 -6.252 0.08 -0.10 0.06
H -1.884 -1.568 -7.204 0.01 0.00 0.13
H -4.452 -2.488 -5.522 0.16 -0.07 0.06
H -3.446 -3.604 -6.469 0.04 0.05 0.13
H -5.177 -3.451 -6.829 0.01 0.01 -0.03
C 5.150 -2.975 -0.811 -0.08 0.23 -0.13
C 3.653 -3.117 -0.899 0.03 0.03 -0.05
O 2.959 -2.233 -1.357 -0.09 0.10 0.24
C 3.053 -4.402 -0.389 -0.21 0.12 -0.08
H 5.445 -2.010 -1.216 0.01 -0.01 0.00
H 5.470 -3.037 0.230 0.06 -0.14 -0.02
H 5.636 -3.766 -1.383 0.03 -0.08 0.13
H 3.290 -4.531 0.669 0.12 -0.10 -0.03
H 3.455 -5.249 -0.946 0.08 -0.04 0.11
H 1.973 -4.377 -0.514 0.01 0.00 -0.02
C 2.681 5.069 7.134 0.17 -0.09 -0.16
C 1.842 4.757 5.926 0.05 0.04 0.03
O 2.314 4.197 4.958 -0.16 -0.25 -0.21
C 0.394 5.173 5.969 0.02 -0.12 -0.20
H 3.698 4.721 6.974 -0.01 0.00 0.00
H 2.695 6.146 7.310 -0.09 -0.01 0.10
H 2.266 4.574 8.013 -0.06 0.12 0.05
H 0.321 6.253 6.099 -0.03 -0.01 0.12
H -0.110 4.682 6.803 0.00 0.12 0.08
H -0.097 4.893 5.039 0.00 0.01 0.00
```
Positions in Å, forces in eV/Å.

=====

Formula: C15H35AgN5O5
Source: the Open Molecules 2025 dataset
Level of theory: ωB97M-V with the def2-TZVPD basis set

Values from the calculation:
net charge	+2
multiplicity	2
Kohn-Sham gap (spin up / spin down)	10.03 / 4.40	eV
LUMO level (spin up / spin down)	-0.1765 / -0.3831	hartree
expectation value of S²	0.76

```
61
Properties=species:S:1:pos:R:3:forces:R:3
Ag 0.211 1.155 0.021 -0.46 -0.74 -0.01
C 2.048 -1.199 3.510 -0.74 -1.37 1.22
C 2.567 -0.148 2.646 -0.05 -0.33 0.19
O 1.858 0.268 1.738 -0.49 1.14 -1.62
N 3.806 0.241 2.914 -1.41 -2.10 0.73
C 4.500 1.179 2.172 0.76 1.76 -0.60
H 0.960 -1.239 3.453 0.09 0.22 0.14
H 2.374 -1.078 4.543 -0.14 -0.04 0.06
H 2.388 -2.185 3.192 0.23 0.00 -0.13
H 4.240 -0.173 3.727 0.02 0.11 -0.16
H 4.476 2.051 2.826 1.06 0.57 -0.55
H 3.964 1.448 1.262 -0.03 -0.23 0.06
H 5.477 0.767 1.917 0.19 0.62 0.09
C -3.350 2.202 2.025 0.46 -0.91 -0.39
C -2.479 0.924 2.234 -1.31 2.14 -0.49
O -1.291 0.920 1.876 1.49 -0.55 -0.49
N -3.034 -0.094 2.841 0.05 -1.31 0.57
C -2.327 -1.331 3.212 0.00 -0.53 -1.15
H -4.228 1.967 1.423 -0.09 -0.22 0.11
H -2.786 2.940 1.455 0.12 -0.12 0.38
H -3.686 2.593 2.985 0.17 0.00 -0.02
H -4.017 -0.059 3.072 0.09 0.32 0.06
H -2.109 -1.414 4.277 0.10 0.22 -0.21
H -1.468 -1.464 2.555 0.50 0.66 0.49
H -2.876 -2.209 2.871 -0.74 0.17 0.47
C 0.824 -2.721 0.096 0.11 0.01 -0.38
C -0.531 -2.307 -0.425 0.10 -0.09 -0.72
O -0.821 -1.110 -0.587 -0.23 -0.14 0.20
N -1.412 -3.302 -0.699 1.34 0.09 0.08
C -2.722 -3.129 -1.219 -1.27 0.22 -0.28
H 1.371 -3.412 -0.546 -0.60 -0.63 -0.01
H 0.615 -3.162 1.071 0.64 -0.01 0.12
H 1.532 -1.893 0.100 -0.52 0.38 0.64
H -1.152 -4.278 -0.694 0.72 0.37 0.37
H -3.383 -2.767 -0.431 -0.24 0.03 -0.16
H -3.062 -4.108 -1.557 -0.18 0.12 0.13
H -2.794 -2.464 -2.080 0.26 0.16 0.11
C -2.914 4.377 -0.811 0.45 -0.11 -1.07
C -2.054 3.321 -1.509 -2.80 1.76 -0.52
O -1.218 2.772 -0.838 2.72 -2.13 1.77
N -2.347 3.069 -2.780 0.35 0.38 0.44
C -1.676 2.089 -3.553 0.50 -1.42 -1.65
H -3.856 3.961 -0.453 0.18 -0.14 0.11
H -3.169 5.101 -1.585 -0.05 0.43 0.38
H -2.307 4.801 -0.012 -0.34 0.16 -0.09
H -2.969 3.697 -3.270 -0.04 -0.11 0.22
H -1.039 2.486 -4.344 0.02 0.51 0.11
H -2.409 1.484 -4.088 -0.11 -0.11 0.11
H -1.034 1.394 -3.013 -0.31 0.33 0.56
C 1.207 -0.462 -3.742 1.72 -0.83 0.14
C 2.228 -0.312 -2.567 -1.76 -0.59 -0.79
O 1.890 0.391 -1.617 0.37 0.85 1.56
N 3.350 -1.064 -2.595 -1.15 0.67 -0.65
C 4.330 -1.232 -1.559 0.98 -0.43 0.21
H 0.202 -0.727 -3.413 0.23 0.05 0.42
H 1.618 -1.295 -4.313 -0.48 0.01 -0.51
H 1.139 0.404 -4.400 0.28 0.11 0.26
H 3.439 -1.717 -3.361 -0.05 0.30 -0.10
H 5.328 -1.261 -1.996 -0.02 0.27 -0.23
H 4.219 -2.238 -1.156 -0.18 0.16 0.60
H 4.357 -0.446 -0.804 -0.54 -0.17 -0.11
```
Positions in Å, forces in eV/Å.